An isolated molecule of C4H9NO2 in a non-equilibrium geometry, computed with wB97M-V/def2-TZVPD.

Geometry as XYZ:
```
16
Properties=species:S:1:pos:R:3
C 2.179 -0.928 -0.734
C 0.871 -0.699 -0.036
N 0.995 -1.051 1.302
C 0.306 0.800 -0.393
C -1.174 0.853 -0.047
O -1.650 1.479 0.857
O -1.822 -0.151 -0.874
H 2.875 -0.202 -0.203
H 2.707 -1.909 -0.519
H 2.138 -0.602 -1.824
H 0.030 -1.232 -0.566
H 0.863 -0.355 1.944
H 0.635 -1.850 1.620
H 0.420 1.068 -1.426
H 0.816 1.602 0.113
H -2.767 0.052 -0.858
```

Computed properties:
structure (SMILES) = C[C@@H](N)CC(=O)O
total charge = 0
LUMO = 0.7221 eV
spin multiplicity = 1
frontier orbital gap = 0.365 hartree
relative energy (zero: lowest compared OMol25 entry of this formula, charge and spin) = 1.709 eV